Here is C32H30N4O2S4Sb2Tb as an isolated structure in a non-equilibrium geometry from the Open Molecules 2025 dataset. Energies are from ωB97M-V/def2-TZVPD.

Properties
Calculated total energy   -122580.212 eV
Lowest unoccupied orbital energy (alpha / beta)   -0.0224 / -0.0906 Eh
Multiplicity   8
Frontier orbital gap (alpha / beta)   7.02 / 5.41 eV
Relative energy (zero: lowest compared OMol25 entry of this formula, charge and spin)   0.00 kJ/mol
<S²>   16.4575

Last column: Mulliken charge in e.
Element x y z (Å)
Tb -0.140 -0.149 -0.057  0.9167
C -1.163 3.323 1.934  -1.6201
C 0.183 2.661 1.796  0.8914
C 0.921 2.757 0.614  -0.6907
C 2.169 2.145 0.501  -0.4564
C 2.676 1.404 1.558  -0.6603
C 1.959 1.318 2.743  -0.4030
C 0.734 1.955 2.866  -0.1886
H -1.958 2.578 1.832  0.2527
H -1.306 4.095 1.178  0.3741
H -1.269 3.774 2.921  0.4366
H 0.569 3.402 -0.180  0.4440
H 2.763 2.289 -0.390  0.4510
H 3.635 0.913 1.462  0.4429
H 2.358 0.751 3.574  0.4140
H 0.186 1.896 3.797  0.3917
N -0.777 -1.617 -2.275  -0.2230
N -1.351 -2.364 -1.214  -0.0481
C -2.268 -1.674 -0.418  0.3920
O -2.986 -2.336 0.343  -0.5765
O -2.223 -0.407 -0.507  -0.2648
H -1.433 -1.543 -3.048  0.2068
H 0.038 -2.135 -2.600  0.1103
H -1.567 -3.338 -1.367  0.3345
S 1.469 -4.045 -1.887  -0.5440
Sb 2.420 -2.484 -0.483  0.4477
S 2.074 -0.366 -1.566  -0.5215
S 0.898 -2.075 1.417  -0.5892
N -4.977 3.790 -2.906  -0.4802
C -3.874 3.472 -2.859  -0.1201
C -2.501 3.070 -2.825  0.0624
C -1.590 3.580 -3.748  -0.2860
C -0.280 3.144 -3.683  -0.9872
C 0.071 2.226 -2.708  -0.2324
N -0.794 1.742 -1.812  0.6356
C -2.058 2.156 -1.874  -0.3619
H -1.908 4.297 -4.492  0.5168
H 0.462 3.509 -4.379  0.4680
H 1.086 1.850 -2.643  0.3103
H -2.747 1.744 -1.147  0.6502
S -1.408 -0.220 2.432  -0.5084
Sb -1.786 -2.540 2.698  0.9787
C -3.697 -2.285 3.633  0.5386
C -3.779 -2.370 5.019  -0.5589
C -4.977 -2.090 5.662  -0.7614
C -6.093 -1.731 4.922  -0.5144
C -6.014 -1.654 3.538  -0.7206
C -4.817 -1.928 2.891  -0.3006
C -0.580 -3.033 4.401  0.7862
C -0.229 -4.357 4.636  -0.5993
C 0.555 -4.683 5.734  -0.7308
C 0.987 -3.687 6.597  -0.4872
C 0.633 -2.365 6.367  -0.6340
C -0.146 -2.037 5.268  -0.6457
C -1.869 -4.473 1.740  0.9697
C -0.771 -5.080 1.155  -0.3498
C -0.917 -6.334 0.573  -0.6518
C -2.147 -6.974 0.596  -0.6228
C -3.239 -6.361 1.197  -0.6327
C -3.105 -5.104 1.766  -0.4357
H -2.906 -2.656 5.593  0.4064
H -5.038 -2.155 6.741  0.4076
H -7.026 -1.513 5.426  0.3765
H -6.890 -1.377 2.965  0.4187
H -4.742 -1.855 1.813  0.4297
H -0.571 -5.136 3.965  0.4664
H 0.832 -5.715 5.912  0.4058
H 1.601 -3.944 7.452  0.3852
H 0.971 -1.589 7.044  0.4080
H -0.420 -1.006 5.071  0.3724
H 0.189 -4.583 1.128  0.3228
H -0.064 -6.799 0.096  0.4427
H -2.260 -7.949 0.141  0.3748
H -4.202 -6.855 1.218  0.4129
H -3.958 -4.608 2.214  0.3550